[1]
{
  "formula": "C30H27F4N6O2Pb",
  "method": "ωB97M-V/def2-TZVPD",
  "charge": 1,
  "e_homo_ev": -10.251,
  "lumo_ev": -4.90,
  "homo_lumo_gap_ev": 5.3,
  "de_lowest_ev": 0.000,
  "spin_multiplicity": 1,
  "e_tot_ev": -60695.196,
  "species": ["Pb", "O", "C", "N", "C", "C", "C", "C", "C", "C", "N", "C", "O", "C", "C", "C", "C", "C", "N", "C", "C", "C", "C", "C", "N", "H", "H", "H", "H", "H", "H", "H", "H", "H", "H", "H", "H", "C", "C", "N", "C", "C", "C", "C", "N", "C", "C", "F", "C", "F", "C", "C", "F", "C", "F", "H", "H", "H", "H", "H", "H", "H", "H", "H", "H", "H", "H", "H", "H", "H"],
  "coordinates": [[-0.28, 0.17, 0.03], [-3.89, 3.53, -0.04], [-3.12, 2.64, 0.20], [-1.92, 2.45, -0.52], [-1.84, 2.66, -1.78], [-2.95, 2.90, -2.70], [-2.70, 3.15, -3.99], [-1.35, 3.18, -4.53], [-0.27, 2.94, -3.77], [-0.43, 2.65, -2.36], [0.51, 2.34, -1.53], [1.87, 2.49, -1.84], [2.30, 3.42, -2.48], [2.80, 1.50, -1.17], [4.16, 1.72, -1.34], [5.06, 0.87, -0.70], [4.56, -0.15, 0.08], [3.18, -0.30, 0.18], [2.32, 0.50, -0.43], [-3.31, 1.75, 1.41], [-4.38, 2.03, 2.23], [-4.55, 1.26, 3.38], [-3.65, 0.25, 3.65], [-2.61, 0.04, 2.76], [-2.44, 0.76, 1.66], [-3.95, 2.89, -2.31], [-3.52, 3.33, -4.68], [-1.23, 3.39, -5.59], [0.73, 2.96, -4.18], [4.49, 2.55, -1.95], [6.12, 1.02, -0.81], [5.21, -0.83, 0.61], [2.75, -1.09, 0.79], [-5.05, 2.83, 1.98], [-5.38, 1.46, 4.05], [-3.73, -0.36, 4.53], [-1.87, -0.74, 2.92], [1.11, -4.08, -2.06], [1.07, -2.68, -1.45], [-0.26, -2.21, -1.02], [-1.26, -2.21, -2.09], [-0.86, -1.39, -3.30], [-0.77, -2.91, 0.17], [0.10, -2.72, 1.41], [0.32, -1.30, 1.67], [1.01, -0.91, 2.79], [1.18, 0.46, 3.03], [0.65, 1.34, 2.13], [1.87, 0.98, 4.11], [1.97, 2.31, 4.21], [2.44, 0.15, 5.05], [2.29, -1.20, 4.85], [2.82, -2.06, 5.72], [1.61, -1.73, 3.77], [1.54, -3.08, 3.69], [2.14, -4.36, -2.25], [0.57, -4.13, -3.01], [0.68, -4.82, -1.39], [1.47, -1.95, -2.16], [1.73, -2.64, -0.58], [-2.18, -1.81, -1.66], [-1.50, -3.24, -2.40], [-0.58, -0.37, -3.01], [-1.69, -1.32, -4.00], [-0.02, -1.83, -3.83], [-0.90, -3.98, -0.02], [-1.77, -2.50, 0.37], [1.03, -3.28, 1.31], [-0.44, -3.20, 2.24], [2.98, 0.54, 5.90]]
}

***

[2]
{
  "formula": "C30H27F5N6O2PS4Tc",
  "method": "ωB97M-V/def2-TZVPD",
  "charge": 1,
  "e_homo_ev": [-10.464, -10.465],
  "lumo_ev": [-4.83, -4.40],
  "homo_lumo_gap_ev": [5.6, 6.1],
  "s_squared": 0.77,
  "de_lowest_ev": 0.000,
  "spin_multiplicity": 2,
  "e_tot_ev": -112996.592,
  "species": ["Tc", "F", "C", "C", "F", "C", "F", "C", "S", "C", "F", "C", "F", "N", "C", "C", "C", "C", "C", "C", "S", "O", "O", "N", "C", "N", "C", "C", "C", "N", "H", "H", "H", "H", "H", "H", "H", "H", "H", "N", "C", "C", "N", "H", "H", "H", "H", "H", "H", "H", "H", "S", "P", "S", "C", "C", "C", "C", "C", "C", "C", "C", "C", "C", "C", "C", "H", "H", "H", "H", "H", "H", "H", "H", "H", "H"],
  "coordinates": [[1.03, -0.30, -1.15], [7.99, -0.96, -0.42], [6.77, -0.47, -0.62], [5.99, -0.95, -1.66], [6.45, -1.92, -2.45], [4.72, -0.44, -1.86], [4.01, -0.93, -2.89], [4.19, 0.55, -1.04], [2.58, 1.25, -1.24], [5.01, 1.03, -0.02], [4.55, 1.99, 0.78], [6.28, 0.54, 0.20], [7.02, 1.01, 1.18], [-2.00, -2.84, 6.23], [-1.35, -2.10, 5.28], [-2.06, -1.47, 4.25], [-1.40, -0.75, 3.29], [-0.01, -0.65, 3.33], [0.71, -1.27, 4.34], [0.05, -1.98, 5.31], [0.80, 0.30, 2.13], [2.13, 0.60, 2.56], [-0.07, 1.31, 1.64], [1.01, -0.73, 0.78], [1.93, -1.76, 0.79], [2.34, -1.98, -0.48], [3.17, -2.99, -0.70], [3.63, -3.76, 0.35], [3.18, -3.42, 1.62], [2.33, -2.43, 1.85], [-3.00, -2.73, 6.32], [-1.51, -3.09, 7.07], [-3.14, -1.55, 4.23], [-1.95, -0.25, 2.49], [1.79, -1.17, 4.36], [0.61, -2.46, 6.11], [3.48, -3.17, -1.72], [4.31, -4.58, 0.19], [3.52, -3.97, 2.49], [1.05, -0.63, -3.35], [-0.18, -1.31, -3.83], [-0.43, -2.47, -2.89], [-0.47, -1.92, -1.53], [1.15, 0.28, -3.79], [1.87, -1.17, -3.60], [-0.08, -1.64, -4.86], [-1.00, -0.59, -3.77], [0.40, -3.19, -2.96], [-1.35, -2.99, -3.14], [-0.33, -2.65, -0.84], [-1.39, -1.51, -1.31], [-2.94, -0.49, -0.21], [-2.38, 1.26, -0.90], [-0.38, 1.48, -1.54], [-3.36, 1.75, -2.35], [-2.82, 2.27, -3.52], [-3.65, 2.65, -4.56], [-5.02, 2.53, -4.44], [-5.57, 2.02, -3.27], [-4.75, 1.63, -2.22], [-2.60, 2.59, 0.29], [-2.12, 3.87, 0.00], [-2.31, 4.90, 0.91], [-2.97, 4.66, 2.10], [-3.46, 3.39, 2.39], [-3.27, 2.36, 1.48], [-1.75, 2.38, -3.62], [-3.22, 3.05, -5.47], [-5.67, 2.83, -5.25], [-6.64, 1.93, -3.16], [-5.17, 1.23, -1.32], [-1.59, 4.06, -0.93], [-1.93, 5.89, 0.68], [-3.12, 5.47, 2.81], [-3.98, 3.21, 3.32], [-3.65, 1.36, 1.70]]
}

***

[3]
{
  "formula": "C30H27FNO6PPd",
  "method": "ωB97M-V/def2-TZVPD",
  "charge": 2,
  "e_homo_ev": -13.946,
  "lumo_ev": -8.26,
  "homo_lumo_gap_ev": 5.7,
  "de_lowest_ev": 0.000,
  "spin_multiplicity": 1,
  "e_tot_ev": -60792.137,
  "species": ["Pd", "O", "C", "O", "C", "O", "C", "C", "O", "O", "H", "H", "H", "H", "H", "O", "N", "C", "C", "C", "C", "C", "C", "C", "P", "C", "C", "C", "C", "C", "C", "C", "C", "C", "C", "C", "C", "H", "H", "H", "H", "H", "H", "H", "H", "H", "H", "H", "H", "H", "H", "H", "H", "F", "C", "C", "C", "C", "C", "C", "C", "H", "H", "H", "H", "H", "H"],
  "coordinates": [[-0.12, 0.85, 1.01], [-0.62, 1.30, 5.27], [-0.37, 1.44, 3.99], [-0.67, 0.59, 3.17], [0.30, 2.76, 3.69], [0.61, 2.83, 2.33], [2.00, 2.91, 1.96], [2.58, 1.52, 1.84], [3.78, 1.36, 1.82], [1.71, 0.53, 1.72], [-1.05, 0.46, 5.46], [-0.42, 3.54, 3.94], [1.16, 2.87, 4.34], [2.04, 3.34, 0.96], [2.59, 3.49, 2.66], [-2.32, 2.31, 1.87], [-1.95, 1.81, 0.62], [-2.17, 2.70, -0.27], [-1.99, 2.49, -1.70], [-2.78, 3.28, -2.54], [-2.81, 3.04, -3.91], [-2.06, 2.00, -4.44], [-1.25, 1.23, -3.62], [-1.19, 1.48, -2.25], [-0.02, 0.55, -1.25], [1.64, 0.71, -1.94], [2.71, 0.33, -1.12], [4.01, 0.48, -1.57], [4.25, 1.02, -2.83], [3.20, 1.42, -3.63], [1.89, 1.28, -3.19], [-0.56, -1.22, -1.44], [0.34, -2.30, -0.99], [-0.17, -3.66, -1.15], [-1.40, -3.93, -1.70], [-2.19, -2.87, -2.11], [-1.78, -1.52, -1.97], [-2.81, 1.58, 2.28], [-2.62, 3.63, 0.06], [-3.40, 4.06, -2.11], [-3.43, 3.65, -4.54], [-2.10, 1.79, -5.50], [-0.68, 0.42, -4.05], [2.55, -0.04, -0.12], [4.83, 0.19, -0.93], [5.27, 1.15, -3.17], [3.38, 1.86, -4.60], [1.09, 1.64, -3.82], [1.24, -2.25, -1.64], [0.46, -4.46, -0.79], [-1.75, -4.95, -1.80], [-3.16, -3.07, -2.54], [-2.46, -0.74, -2.28], [-1.81, -4.71, 4.64], [-1.17, -4.10, 3.64], [-1.91, -3.43, 2.68], [-1.23, -2.79, 1.66], [0.16, -2.84, 1.57], [0.89, -2.10, 0.48], [0.87, -3.52, 2.55], [0.21, -4.16, 3.59], [-2.99, -3.41, 2.76], [-1.80, -2.24, 0.91], [0.79, -1.03, 0.66], [1.96, -2.33, 0.50], [1.95, -3.56, 2.50], [0.75, -4.69, 4.36]]
}